No. 1
The following is a DFT calculation (ωB97M-V/def2-TZVPD) of 10 unconnected molecules or ions with the total composition C28H52Br12N4 at a distorted geometry.

Cartesian coordinates (Å):
1 Br 4.294 -18.674 7.613
2 Br 9.483 -26.802 3.412
3 Br 9.517 -19.709 12.115
4 Br 10.980 -24.697 -0.277
5 Br 5.340 -24.802 2.877
6 Br 6.217 -19.844 3.995
7 Br 6.727 -15.206 5.665
8 Br 13.387 -21.245 7.615
9 Br 2.794 -26.448 6.334
10 Br 8.918 -19.220 8.359
11 Br 14.335 -16.801 7.121
12 Br 1.988 -19.953 2.249
13 N 11.169 -18.932 3.812
14 N 5.396 -18.605 0.439
15 N 7.284 -23.043 6.389
16 N 16.225 -21.295 5.603
17 C 5.770 -17.364 7.076
18 C 8.281 -22.563 6.077
19 C 11.244 -16.368 4.259
20 C 15.403 -23.239 2.477
21 C 7.830 -19.600 11.172
22 C 7.867 -20.204 9.766
23 C 9.830 -22.659 4.088
24 C 3.678 -19.337 3.019
25 C 11.132 -17.801 3.998
26 C 13.934 -18.641 6.574
27 C 4.043 -24.962 4.302
28 C 15.502 -21.776 2.320
29 C 14.513 -19.611 7.592
30 C 8.755 -17.087 0.367
31 C 14.787 -21.016 3.471
32 C 10.275 -15.926 5.321
33 C 6.456 -18.988 0.451
34 C 4.601 -20.580 3.204
35 C 8.823 -18.526 0.944
36 C 15.549 -21.082 4.690
37 C 10.105 -26.627 1.583
38 C 9.622 -22.136 5.561
39 C 5.329 -16.543 5.924
40 C 11.037 -25.493 1.518
41 C 10.601 -16.458 6.674
42 C 7.811 -19.484 0.364
43 C 4.155 -26.346 4.942
44 C 9.051 -21.934 3.015
45 H 10.429 -17.561 6.826
46 H 7.848 -20.410 0.978
47 H 9.255 -16.176 5.038
48 H 12.126 -25.557 1.660
49 H 5.282 -17.128 5.018
50 H 3.051 -24.908 3.914
51 H 10.603 -24.781 2.213
52 H 12.295 -16.176 4.456
53 H 14.945 -21.482 1.415
54 H 4.415 -15.966 6.096
55 H 4.024 -18.636 2.324
56 H 8.026 -19.795 -0.650
57 H 13.819 -21.569 3.613
58 H 14.562 -20.073 3.103
59 H 7.553 -18.539 11.070
60 H 5.115 -26.684 5.373
61 H 10.322 -22.452 6.345
62 H 14.387 -23.576 2.405
63 H 4.172 -21.318 3.896
64 H 5.940 -16.799 7.995
65 H 9.698 -23.744 3.862
66 H 15.974 -23.771 1.691
67 H 10.559 -27.488 1.147
68 H 3.458 -18.976 4.109
69 H 14.367 -18.722 5.557
70 H 12.924 -18.721 6.401
71 H 11.552 -16.281 7.071
72 H 9.826 -19.029 0.712
73 H 16.541 -21.445 2.161
74 H 7.995 -22.017 3.155
75 H 8.346 -21.195 9.847
76 H 9.696 -21.004 5.564
77 H 8.765 -18.622 1.980
78 H 7.059 -20.109 11.795
79 H 10.894 -22.441 3.921
80 H 9.850 -16.033 7.395
81 H 6.887 -20.251 9.263
82 H 15.860 -23.563 3.393
83 H 9.185 -26.520 1.050
84 H 9.422 -20.880 2.966
85 H 8.882 -17.150 -0.697
86 H 4.798 -20.967 2.214
87 H 6.528 -18.022 6.845
88 H 7.819 -16.653 0.664
89 H 15.533 -19.981 7.370
90 H 10.925 -15.842 3.383
91 H 9.443 -16.323 0.831
92 H 9.340 -22.306 2.055
93 H 10.233 -14.842 5.424
94 H 4.366 -24.110 4.900
95 H 14.393 -19.115 8.564
96 H 3.994 -27.064 4.170

Its HOMO energy is -0.369 hartree. The relative energy (zero: lowest compared OMol25 entry of this formula, charge and spin) comes out at 0.000 eV. For the largest force on an atom, the calculation gives 4.15 eV Å⁻¹. As for the electronic energy: -32205.20038 hartree. Its total charge is 0. The HOMO-LUMO gap comes out at 10.2 eV.

---

No. 2
The following is a DFT calculation (ωB97M-V/def2-TZVPD) of C18H22FNO4 in the gas phase.

Cartesian coordinates (Å):
1 F 1.176 0.750 2.433
2 O -2.325 -2.748 1.542
3 O 1.157 -1.503 -1.794
4 O 0.546 -1.520 0.362
5 O -3.594 1.230 -1.111
6 N -2.377 -1.166 -0.050
7 C -3.673 0.858 0.254
8 C -1.824 -0.452 -1.184
9 C -0.154 2.464 1.601
10 C 1.254 1.183 0.087
11 C 3.095 -0.439 0.925
12 C -0.380 -2.581 0.159
13 C 2.205 0.047 -0.231
14 C 4.549 -0.240 -0.957
15 C -3.644 -0.653 0.445
16 C 0.769 1.459 1.362
17 C -0.633 3.222 0.549
18 C 4.218 -1.174 0.205
19 C -1.783 -2.175 0.619
20 C 1.271 -1.088 -0.670
21 C -2.949 0.270 -1.920
22 C -0.182 2.963 -0.734
23 C 3.202 0.377 -1.365
24 C 0.741 1.956 -0.956
25 H -4.479 -1.120 -0.090
26 H 3.498 0.423 1.458
27 H -0.371 -2.884 -0.894
28 H 2.841 -0.053 -2.299
29 H -0.065 -3.420 0.787
30 H 5.075 -1.360 0.850
31 H -0.488 2.628 2.614
32 H -4.609 1.274 0.637
33 H 2.557 -1.067 1.630
34 H -3.723 -0.916 1.501
35 H -1.090 0.291 -0.852
36 H -2.544 0.816 -2.776
37 H -1.358 4.000 0.728
38 H -0.559 3.536 -1.567
39 H -2.835 1.310 0.805
40 H -3.678 -0.466 -2.291
41 H 5.230 0.540 -0.616
42 H 1.062 1.748 -1.964
43 H -1.332 -1.142 -1.873
44 H 5.023 -0.765 -1.784
45 H 3.854 -2.131 -0.172
46 H 3.296 1.455 -1.493

Its HOMO energy is -0.338 hartree. The relative energy (zero: lowest compared OMol25 entry of this formula, charge and spin) comes out at 1.059 eV. For the largest force on an atom, the calculation gives 0.58 eV Å⁻¹. As for the electronic energy: -1154.69936 hartree. Its total charge is 0. The HOMO-LUMO gap comes out at 9.9 eV.

---

No. 3
The following is a DFT calculation (ωB97M-V/def2-TZVPD) of a molecular structure, C21H23BrCsNO5 at a distorted geometry.

Cartesian coordinates (Å):
1 Cs -0.769 -0.058 1.312
2 Br -1.312 2.118 -1.105
3 O -2.043 -2.749 2.802
4 O 3.501 -5.299 5.065
5 O -0.487 2.323 1.786
6 O -1.253 -2.371 0.727
7 O 1.330 -5.952 5.202
8 N 1.238 -2.132 1.931
9 C 0.480 4.369 3.765
10 C 0.579 -3.916 3.393
11 C -3.990 6.573 0.252
12 C -1.626 4.361 2.397
13 C -1.512 5.544 4.651
14 C -3.411 7.359 -0.935
15 C 2.490 -2.305 2.373
16 C -5.337 5.967 -0.168
17 C -1.240 3.312 1.489
18 C -1.805 3.450 0.183
19 C -1.144 -2.701 1.938
20 C 0.293 -2.935 2.440
21 C -4.255 7.570 1.380
22 C 2.860 -3.280 3.282
23 C -1.057 4.340 3.823
24 C 2.275 -5.240 4.797
25 C 1.887 -4.124 3.803
26 C -1.515 3.070 4.564
27 C -2.660 4.459 -0.214
28 C -3.030 5.460 0.684
29 C -2.487 5.371 1.972
30 H -4.094 8.164 -1.238
31 H 0.896 4.335 4.780
32 H -3.033 4.453 -1.235
33 H -2.447 7.803 -0.664
34 H -5.212 5.266 -0.998
35 H -1.111 3.057 5.584
36 H -1.202 6.492 4.198
37 H -2.749 6.140 2.686
38 H -0.215 -4.525 3.805
39 H -2.607 3.042 4.629
40 H 0.821 5.294 3.284
41 H 3.231 -1.622 1.970
42 H -2.600 5.564 4.781
43 H 0.858 3.519 3.195
44 H -3.333 8.056 1.712
45 H -5.783 5.417 0.666
46 H 3.885 -3.409 3.604
47 H -4.713 7.084 2.246
48 H -1.057 5.481 5.645
49 H -1.175 2.177 4.043
50 H -4.940 8.348 1.026
51 H -3.246 6.710 -1.800
52 H -6.037 6.752 -0.485

Its HOMO energy is -0.098 hartree. The relative energy (zero: lowest compared OMol25 entry of this formula, charge and spin) comes out at 0.300 eV. For the largest force on an atom, the calculation gives 2.81 eV Å⁻¹. As for the electronic energy: -3839.25383 hartree. Its total charge is -2. The HOMO-LUMO gap comes out at 6.3 eV.

---

No. 4
The following is a DFT calculation (ωB97M-V/def2-TZVPD) of a molecular structure, C3H3O2Pb at a distorted geometry.

Cartesian coordinates (Å):
1 Pb -0.322 -1.688 -2.965
2 O -0.023 0.027 -1.737
3 O 1.469 -1.315 1.042
4 C -0.318 0.769 0.817
5 C 0.889 -0.504 0.371
6 C -0.147 -0.556 -0.591
7 H -0.200 0.739 1.907
8 H 0.068 1.721 0.420
9 H -1.416 0.806 0.736

Its spin multiplicity is 2. As for the expectation value of S²: 0.754. Its HOMO energy (spin up / spin down) is -0.249 / -0.302 hartree. The relative energy (zero: lowest compared OMol25 entry of this formula, charge and spin) comes out at 2.769 eV. For the largest force on an atom, the calculation gives 4.14 eV Å⁻¹. As for the electronic energy: -459.23321 hartree. Its total charge is 0. The HOMO-LUMO gap (spin up / spin down) comes out at 5.5 / 7.0 eV.

---

No. 5
The following is a DFT calculation (ωB97M-V/def2-TZVPD) of a molecular structure, C24H38AsFeN4O4S5Si.

Cartesian coordinates (Å):
1 As 3.190 -0.935 -0.788
2 Fe 0.175 0.018 -0.377
3 S 0.882 3.439 -2.355
4 S 3.932 -0.910 1.206
5 S 4.531 -1.229 -2.394
6 S 1.340 -2.029 -0.929
7 S 2.341 1.159 -0.717
8 Si -3.054 -0.427 -1.103
9 O 1.717 0.499 -3.650
10 O -0.147 0.062 -2.534
11 O 0.117 8.370 2.276
12 O 2.178 7.732 2.742
13 N 1.663 -1.676 -5.113
14 N 0.712 0.044 1.607
15 N -0.646 1.878 0.025
16 N -1.743 -0.847 -0.043
17 C 0.956 4.602 -1.092
18 C -2.308 -4.210 2.534
19 C -4.600 0.273 -0.216
20 C 1.194 -1.527 -6.488
21 C -0.130 6.274 0.319
22 C 2.193 5.794 0.641
23 C -1.945 -1.958 0.758
24 C 2.146 4.857 -0.365
25 C -2.779 0.967 -2.356
26 C -0.252 0.377 2.661
27 C 0.514 -1.497 -4.222
28 C -0.755 -1.449 -5.111
29 C 1.198 7.555 2.061
30 C -3.216 -2.534 1.045
31 C -3.387 -3.610 1.901
32 C -1.511 2.028 1.199
33 C -0.743 1.807 2.492
34 C 1.064 6.542 1.002
35 C -0.187 5.333 -0.685
36 C -0.272 -1.962 -6.471
37 C 0.665 -0.240 -3.387
38 C -3.591 -1.899 -2.166
39 C -1.046 -3.700 2.248
40 C -0.869 -2.628 1.394
41 H -1.090 -0.317 2.608
42 H -1.553 -2.056 -4.689
43 H 3.116 5.975 1.177
44 H -1.133 2.188 -0.810
45 H 0.135 -2.326 1.152
46 H -3.597 1.688 -2.258
47 H -4.392 -3.984 2.069
48 H -2.719 -2.232 -2.736
49 H -1.399 2.058 3.330
50 H -3.939 -2.749 -1.578
51 H 1.455 0.742 1.606
52 H 2.123 -2.558 -4.941
53 H -4.102 -2.137 0.580
54 H -4.910 -0.222 0.702
55 H 0.150 2.510 0.072
56 H -2.294 1.272 1.128
57 H -4.412 1.323 0.028
58 H -0.165 -4.157 2.686
59 H 1.258 -0.472 -6.778
60 H -0.561 8.156 1.626
61 H -4.378 -1.617 -2.872
62 H -0.338 -3.053 -6.512
63 H -1.983 3.017 1.212
64 H -2.854 0.530 -3.357
65 H 0.212 0.268 3.648
66 H -5.444 0.259 -0.915
67 H -0.848 -1.555 -7.304
68 H -1.837 1.505 -2.347
69 H 0.109 2.497 2.542
70 H 0.464 -2.291 -3.478
71 H -1.060 6.778 0.575
72 H -2.441 -5.050 3.204
73 H 2.337 -0.062 -4.168
74 H 3.029 4.286 -0.622
75 H -1.124 5.138 -1.193
76 H 1.223 -0.812 1.810
77 H 1.822 -2.096 -7.174
78 H -1.134 -0.428 -5.189

Its spin multiplicity is 2. As for the expectation value of S²: 0.768. Its HOMO energy (spin up / spin down) is -0.076 / -0.078 hartree. The relative energy (zero: lowest compared OMol25 entry of this formula, charge and spin) comes out at 0.000 eV. For the largest force on an atom, the calculation gives 0.50 eV Å⁻¹. As for the electronic energy: -7237.47295 hartree. Its total charge is -2. The HOMO-LUMO gap (spin up / spin down) comes out at 6.2 / 5.6 eV.

---

No. 6
The following is a DFT calculation (ωB97M-V/def2-TZVPD) of a molecular structure, C33H27AsBBrF7MnN2O5 at a distorted geometry.

Cartesian coordinates (Å):
1 Br 6.355 -22.811 -3.557
2 As 0.218 -23.340 -7.112
3 Mn 1.943 -20.273 -8.873
4 F -0.754 -23.336 -8.580
5 F 1.215 -23.188 -5.721
6 F -0.129 -25.026 -6.702
7 F 1.597 -23.818 -8.076
8 F -1.144 -22.684 -6.201
9 F -4.011 -20.837 -10.707
10 F 0.613 -21.492 -7.333
11 O 0.383 -19.794 -5.116
12 O 1.060 -17.538 -4.484
13 O -0.948 -19.996 -3.333
14 O 3.356 -21.533 -8.548
15 O -1.105 -17.745 -5.354
16 N 2.689 -18.977 -7.177
17 N 2.486 -18.433 -9.761
18 C 1.051 -15.075 -4.485
19 C 0.489 -16.310 -4.646
20 C 5.347 -23.288 -6.201
21 C 3.850 -21.811 -7.403
22 C 2.353 -18.155 -11.065
23 C 2.342 -12.468 -4.748
24 C 4.153 -15.572 -7.296
25 C 0.030 -20.458 -9.795
26 C 3.718 -16.778 -6.742
27 C 0.822 -12.499 -4.754
28 C 4.530 -23.006 -7.259
29 C -1.764 -21.632 -10.859
30 C 3.103 -17.749 -7.545
31 C -0.814 -16.435 -5.109
32 C -2.683 -20.660 -10.431
33 C -0.215 -20.512 -4.112
34 C 3.377 -16.171 -9.480
35 C 2.768 -16.960 -11.677
36 C 3.414 -19.582 -6.204
37 C 0.274 -11.771 -3.518
38 C 4.390 -21.338 -5.012
39 C 3.946 -15.228 -8.596
40 C 3.733 -20.964 -6.191
41 C -0.413 -21.498 -10.579
42 C 0.246 -13.915 -4.709
43 C -1.067 -14.115 -5.040
44 C -1.615 -15.364 -5.340
45 C 2.971 -17.456 -8.961
46 C -0.864 -19.477 -9.396
47 C -2.227 -19.550 -9.704
48 C 3.208 -15.938 -10.874
49 C 5.248 -22.413 -5.046
50 C 0.261 -11.894 -6.057
51 B 0.078 -18.417 -4.984
52 H 2.737 -16.864 -12.771
53 H 0.853 -11.030 -6.276
54 H -2.135 -22.510 -11.330
55 H 0.728 -10.750 -3.413
56 H 4.419 -14.359 -9.027
57 H 4.005 -17.130 -5.765
58 H 2.777 -12.869 -3.829
59 H 4.322 -23.778 -8.035
60 H 0.552 -12.296 -2.614
61 H 2.678 -13.111 -5.594
62 H 6.212 -23.931 -6.223
63 H 1.918 -18.975 -11.660
64 H 0.297 -22.244 -11.002
65 H -2.598 -15.474 -5.814
66 H 3.844 -19.037 -5.354
67 H -2.899 -18.754 -9.439
68 H 2.090 -14.890 -4.280
69 H -0.465 -18.613 -8.876
70 H 4.221 -20.828 -4.073
71 H 4.718 -14.861 -6.689
72 H -0.798 -11.568 -5.918
73 H -1.681 -13.206 -5.148
74 H -0.786 -11.719 -3.555
75 H 0.116 -21.591 -4.175
76 H 3.464 -14.955 -11.273
77 H 0.341 -12.633 -6.851
78 H 2.726 -11.430 -4.848

Its spin multiplicity is 5. As for the expectation value of S²: 6.114. Its HOMO energy (spin up / spin down) is 0.003 / -0.052 hartree. The relative energy (zero: lowest compared OMol25 entry of this formula, charge and spin) comes out at 0.000 eV. For the largest force on an atom, the calculation gives 3.23 eV Å⁻¹. As for the electronic energy: -8444.40296 hartree. Its total charge is -2. The HOMO-LUMO gap (spin up / spin down) comes out at 3.6 / 5.0 eV.